ORCA calculation (ωB97M-V with the def2-TZVPD basis set) on a single C2H4N2O molecule in a non-equilibrium geometry.

Values from the calculation:
HOMO level = -11.12 eV
Energy relative to the best compared isomer or geometry (same formula, charge and spin) = 157.67 kJ/mol
Electronic energy = -7164.845 eV
Maximum force = 6.01 eV Å⁻¹

Each line ends with the Mulliken charge.
Geometry (Å):
O 0.1204 -1.3169 -0.3300  -0.4964
N 0.1461 1.0638 -0.2905  -0.6379
N -3.0048 0.1758 -0.0842  -0.3657
C -1.8681 -0.0266 0.0121  0.1601
C -0.5016 -0.1633 0.2228  0.2805
H -0.1577 -2.1151 -0.0612  0.2946
H 0.1907 0.9074 -1.2837  0.2846
H -0.3527 -0.2323 1.5160  0.2238
H 1.1294 1.0921 -0.0788  0.2562


ORCA calculation (ωB97M-V with the def2-TZVPD basis set) on a molecular structure, C28H50I2NO3P.

Values from the calculation:
HOMO level = -7.94 eV
Electronic energy = -62969.034 eV
Maximum force = 0.73 eV Å⁻¹

Each line ends with the Mulliken charge.
Geometry (Å):
I 3.0460 -1.0495 1.8145  0.0276
I 2.0740 -4.1319 3.3869  0.0559
P 4.8346 -2.9760 -0.3016  -0.3695
O 9.0473 1.3871 0.3834  -0.3469
O 9.6235 1.5305 2.5576  -0.5417
O -6.5706 4.7953 -0.3318  -0.4444
N -4.2215 1.8502 -0.7646  0.2921
C -2.9873 3.0584 -2.1303  -0.7408
C 8.2133 0.2035 0.4408  -0.4853
C 3.7894 -2.2837 -1.6682  -0.8578
C 6.0088 -1.6099 0.0774  -0.4580
C -0.0151 -2.1090 -2.3379  -0.7554
C 3.7269 -2.9368 1.1411  -0.1939
C 6.8100 -1.2557 -1.1780  -0.4933
C -3.4375 0.9772 -1.4619  -0.4430
C -0.6101 -3.2480 -1.4894  -1.2273
C -8.8718 4.1345 0.0429  -1.2298
C -1.0133 -2.8197 -0.0678  -0.4251
C -4.6104 -0.0879 2.3014  -1.0330
C -2.4911 -2.4290 0.0295  -0.6998
C -2.6592 1.6961 -2.3162  -0.6102
C -3.9506 3.1182 -1.1731  -0.4182
C 9.1414 2.0409 1.5814  0.7078
C -5.1668 1.4726 0.2650  0.0719
C -4.5233 1.3025 1.6562  -0.6947
C 3.8052 -5.4587 1.3322  -1.3814
C -7.8902 6.1520 1.1855  -1.4438
C -7.6198 4.7600 0.6373  0.5834
C -4.2892 -1.2864 1.4130  -0.7479
C 8.5973 3.4443 1.5553  -0.9577
C 3.3797 -4.0749 1.7426  0.5595
C 2.3163 -2.6476 -1.4920  -0.0161
C -2.7890 -1.4658 1.1706  -0.6256
C 1.4578 -2.2915 -2.7130  -1.1737
C 7.9488 -0.2182 -0.9887  -0.6177
H 3.8929 -1.1970 -1.7001  0.5305
H -8.6603 6.1309 1.9574  0.3769
H -0.4060 -1.9669 0.2410  0.2326
H 1.5708 -3.0390 -3.5002  0.3502
H 6.6878 -2.0307 0.8217  0.3670
H -2.3424 -1.8909 2.0745  0.5502
H -6.8644 5.3494 -1.0635  0.2999
H 7.7095 0.6831 -1.5523  0.2923
H -6.9821 6.5791 1.6106  0.3598
H 5.4844 -0.7545 0.5009  0.3036
H -1.9358 1.2808 -2.9972  0.4722
H -0.1101 -1.1509 -1.8199  0.4071
H -0.5939 -2.0002 -3.2576  0.4016
H 7.2961 0.4569 0.9711  0.4300
H -5.0251 1.9994 2.3301  0.4095
H -5.8979 2.2786 0.3125  -0.6362
H -1.4998 -3.6217 -2.0020  0.5491
H 0.0718 -4.0973 -1.4420  0.5814
H -9.2363 4.7400 -0.7913  0.3332
H -3.0991 -3.3302 0.1532  0.2495
H -5.5785 -0.2108 2.7901  0.3955
H -7.2409 4.1228 1.4392  0.1429
H -3.4902 1.6426 1.5909  0.4512
H 4.1514 -2.7236 -2.5968  0.3843
H 7.2423 -2.1823 -1.5625  0.4035
H 6.1468 -0.8926 -1.9616  0.1657
H 4.7747 -5.4418 0.8422  0.3968
H -3.5276 -0.0794 -1.2839  0.3784
H 1.9055 -2.1098 -0.6387  -0.0771
H -8.6574 3.1361 -0.3392  0.3130
H -2.3172 -0.4991 0.9793  0.4120
H 7.7316 3.4964 2.2140  0.2647
H 8.3152 3.7505 0.5534  0.3197
H -3.8742 -0.1020 3.1113  0.3480
H 2.2200 -3.7164 -1.2861  0.3344
H -4.6592 -2.1865 1.9109  0.4632
H 8.8704 -0.6233 -1.4031  0.1961
H -9.6679 4.0609 0.7847  0.3796
H 3.0786 -5.8691 0.6287  0.2803
H -8.2283 6.8137 0.3833  0.3545
H 3.8409 -6.1129 2.1980  0.4963
H 8.7630 -0.5615 0.9890  0.2515
H -4.8063 -1.2526 0.4508  0.3886
H -5.7011 0.5822 -0.0596  0.5770
H -4.4615 3.9714 -0.7647  0.4087
H -2.7934 -1.9949 -0.9285  0.3405
H -2.5483 3.8919 -2.6506  0.4299
H -0.8304 -3.6578 0.6067  0.3571
H 1.8282 -1.3369 -3.0965  0.3974
H 9.3503 4.1224 1.9522  0.3196